No. 1
# C5H10O

A molecular structure, C5H10O (ωB97M-V/def2-TZVPD, the Open Molecules 2025 dataset).

Each line ends with the Löwdin charge.
Geometry (Å):
C  -0.2827  -1.2011  0.7588  -0.05
C  0.3448  0.6363  -0.3381  -0.10
C  1.4753  -0.5309  0.7819  -0.13
C  -0.8363  1.5205  0.0101  -0.20
O  -0.9270  1.6988  -1.4379  -0.12
C  -0.3496  0.3741  -1.6600  -0.20
H  -0.0204  -2.2009  0.4021  0.07
H  -1.2145  -0.8980  0.2742  0.03
H  -0.4334  -1.1866  1.8421  0.07
H  2.1556  -0.6619  -0.0638  0.07
H  1.7588  0.3386  1.3804  0.07
H  1.6457  -1.4116  1.4383  0.06
H  -0.6335  2.4649  0.5375  0.11
H  -1.7702  1.0643  0.3988  0.11
H  0.2736  0.3350  -2.5662  0.11
H  -1.1533  -0.3888  -1.7208  0.11

Results
E_tot: -271.46342 hartree
LUMO level: 0.8 eV
Orbital gap: 8.2 eV
Energy relative to the best compared isomer or geometry (same formula, charge and spin): 181.5 kcal per mole
Multiplicity: 1
Charge: 0



No. 2
# C5H10O

2 unconnected molecules or ions with the total composition C5H10O at a distorted geometry (ωB97M-V/def2-TZVPD, the Open Molecules 2025 dataset).

Each line ends with the Löwdin charge.
Geometry (Å):
C  -0.4525  0.6963  -2.4176  0.01
C  0.2590  0.9178  -1.3124  -0.20
C  -0.1806  0.5490  0.0360  -0.17
C  0.6110  0.7174  1.0980  -0.16
C  0.1619  0.4356  2.5078  -0.10
H  -0.2368  1.3489  -3.2507  0.05
H  -1.3754  0.1281  -2.3684  0.06
H  1.1603  1.5186  -1.4144  0.10
H  -1.2556  0.3771  0.1147  0.13
H  1.4151  1.4380  1.0198  0.11
H  -0.8560  0.0490  2.4632  0.07
H  0.7429  -0.3657  2.9633  0.07
H  0.1487  1.2762  3.2019  0.07
O  -0.3340  -2.5415  -0.2615  -0.07
H  -0.0795  -1.7306  0.2123  0.00
H  0.4978  -3.0295  -0.1913  0.04

Results
E_tot: -271.68636 hartree
LUMO level: 0.9 eV
Orbital gap: 9.8 eV
Energy relative to the best compared isomer or geometry (same formula, charge and spin): 41.6 kcal per mole
Multiplicity: 1
Charge: 0
SMILES string: C=C/C=C/C.O



No. 3
# C5H10O

C5H10O in the gas phase (ωB97M-V/def2-TZVPD, the Open Molecules 2025 dataset).

Each line ends with the Löwdin charge.
Geometry (Å):
C  -1.6870  0.8759  -0.8204  -0.10
C  -0.1731  0.6739  -0.7310  -0.23
C  0.2447  -0.5497  0.1246  -0.34
C  1.7531  -0.8524  0.0772  -0.07
C  -0.1136  -0.3359  1.5960  -0.24
O  -1.2051  -0.4471  2.0948  0.06
H  -2.1455  0.9081  0.1721  0.06
H  -1.9314  1.8087  -1.3411  0.07
H  -2.1607  0.0574  -1.3758  0.08
H  0.2322  0.5469  -1.7452  0.11
H  0.3098  1.5748  -0.3285  0.12
H  -0.3424  -1.4081  -0.2302  0.14
H  2.1935  -0.6357  1.0592  0.06
H  1.9607  -1.9072  -0.1262  0.08
H  2.2945  -0.2413  -0.6497  0.08
H  0.7705  -0.0684  2.2243  0.12

Results
E_tot: -271.73335 hartree
LUMO level: 1.0 eV
Orbital gap: 10.8 eV
Energy relative to the best compared isomer or geometry (same formula, charge and spin): 12.1 kcal per mole
Multiplicity: 1
Charge: 0
SMILES string: CC[C@@H](C)C=O